C24H29N3O5 in the gas phase, computed with ωB97M-V with the def2-TZVPD basis set.

XYZ file:
```
61
Properties=species:S:1:pos:R:3:nbo_charge:R:1
O -1.57585 3.30139 -4.83736 -0.51
O -0.45907 -2.46310 -1.28142 -0.62
O 0.07885 -1.29274 4.89749 -0.67
O -3.11107 2.07822 -3.76159 -0.61
O -1.51709 -4.73215 4.66057 -0.53
N -0.58094 -0.21348 -1.30448 -0.44
N -1.03564 -1.86091 2.99532 -0.38
N 2.23419 -0.18945 3.14965 -0.32
C 4.63597 0.92940 0.58686 -0.20
C 2.71518 0.02205 4.48728 -0.42
C -2.00296 2.54199 -3.83062 0.81
C -0.89048 2.30736 -2.82128 -0.31
C 4.16550 0.72801 1.86546 -0.24
C 0.03969 -1.29498 3.66893 0.62
C -1.15913 -1.87018 1.63619 0.05
C 2.65535 -0.04195 -0.40228 -0.20
C -1.48301 2.04670 -1.43092 -0.42
C -0.23180 -1.33901 0.79901 -0.18
C -0.43125 -1.40258 -0.68294 0.68
C -2.50546 3.54557 -5.89833 -0.07
C 2.14257 -0.23611 0.87988 -0.04
C 2.91388 0.13597 2.01067 0.15
C -0.07794 1.08442 -3.29321 -0.40
C -0.70675 -0.19002 -2.75095 -0.23
C -1.78186 4.28002 -7.01041 -0.62
C 0.93655 -0.79673 1.39467 -0.05
C -0.11587 -4.58954 4.73731 -0.27
C -2.08726 -2.48654 3.77532 -0.27
C 1.04302 -0.76388 2.78883 0.06
C -0.63225 1.06683 -0.63014 -0.22
C 3.89458 0.54210 -0.53386 -0.23
C -2.12385 -4.02366 3.61654 -0.07
H -3.16283 -4.36136 3.62397 0.20
H -1.66833 -4.29722 2.65100 0.17
H 0.22287 -5.32051 5.46871 0.19
H 0.38012 1.47355 -0.50193 0.19
H -0.95819 3.67790 -7.38431 0.21
H 0.17283 -3.58915 5.07231 0.19
H -0.04506 1.05062 -4.38278 0.23
H -2.47271 4.48112 -7.82374 0.22
H 0.94819 1.16686 -2.93120 0.21
H 3.65205 -0.51757 4.64317 0.20
H -1.76239 -0.23972 -3.04304 0.21
H -3.04720 -2.06548 3.46713 0.21
H 4.75060 1.01397 2.72589 0.22
H -2.48609 1.63298 -1.55470 0.24
H -0.20834 -1.08343 -3.13618 0.24
H -0.24507 3.18848 -2.82721 0.23
H -1.57199 2.98123 -0.87664 0.22
H -2.06416 -2.31559 1.25236 0.22
H 1.96611 -0.34505 5.18598 0.27
H -1.38400 5.22091 -6.64033 0.21
H 2.88641 1.08630 4.66441 0.20
H -2.90546 2.58590 -6.24357 0.19
H -1.90701 -2.23747 4.82421 0.27
H 2.09785 -0.36723 -1.26703 0.22
H 5.60390 1.38602 0.44267 0.21
H 0.35449 -4.79783 3.76825 0.16
H -1.06588 0.93002 0.36375 0.22
H 4.31162 0.70045 -1.51739 0.21
H -3.33816 4.13829 -5.50393 0.19
```

Calculated values
Structure (SMILES): CCOC(=O)C1CCN(C(=O)c2cn(CCOC)c(=O)c3c2c2ccccc2n3C)CC1
2S+1: 1
Calculated total energy (a.u.): -1472.4699
Charge: 0
Lowest unoccupied orbital energy (Ha): 0.01170
HOMO-LUMO gap (eV): 8.0516


C24H29N3O6S in the gas phase, computed with ωB97M-V with the def2-TZVPD basis set.

XYZ file:
```
63
Properties=species:S:1:pos:R:3:nbo_charge:R:1
S -1.59386 4.67289 0.36904 -0.23
O -6.04041 -1.17322 1.38899 -0.48
O 7.78235 -2.14791 0.12045 -0.54
O 5.44204 -1.92505 0.04720 -0.54
O -4.99513 -2.47755 -0.54462 -0.49
O -1.34571 0.63527 -2.46070 -0.60
O 4.89371 1.27819 1.61911 -0.63
N -3.04917 2.55076 0.59814 -0.57
N 5.59538 0.79137 -0.47167 -0.60
N -1.45681 2.44564 -1.09837 -0.44
C 2.78120 2.83456 0.31330 -0.16
C -1.87284 1.17639 -1.51087 0.68
C -2.95995 0.59029 -0.73612 -0.23
C -3.43439 -0.68914 -1.04917 -0.23
C -0.33676 3.03683 -1.82911 -0.24
C -4.58093 0.74099 1.05223 -0.39
C -5.22403 -4.59114 -1.58900 -0.62
C -4.45658 -3.27897 -1.58045 -0.06
C -5.05309 -0.52204 0.74529 0.40
C 3.39455 1.69090 -0.18635 -0.16
C -2.03170 3.14618 -0.07766 0.29
C 6.68777 -1.39924 -0.33023 0.38
C -6.76970 -0.53172 2.41830 -0.07
C 2.77807 0.97655 -1.20920 -0.14
C 6.79142 0.11882 -0.04052 -0.30
C 1.58909 3.27984 -0.22519 -0.21
C 0.97995 2.57603 -1.25733 -0.03
C -4.46308 -1.25342 -0.32917 0.24
C 4.67225 1.22979 0.42349 0.68
C 1.57772 1.41557 -1.73550 -0.23
C 8.46225 -1.75451 1.29902 -0.26
C -3.53385 1.29731 0.31744 0.27
C 5.16507 -2.05517 1.43077 -0.27
C -7.80213 0.45248 1.87691 -0.64
H 1.09019 0.85174 -2.51619 0.24
H -8.37272 0.87365 2.69985 0.22
H 6.68113 -1.54704 -1.42189 0.16
H -6.09142 -0.04235 3.12773 0.17
H 3.21507 0.05617 -1.57063 0.21
H -4.83931 -5.23903 -2.37113 0.21
H -6.27896 -4.40235 -1.76658 0.21
H 9.07422 -0.86356 1.12483 0.17
H 1.12648 4.17605 0.15918 0.24
H 3.25478 3.36967 1.12224 0.23
H -2.95988 -1.19948 -1.87083 0.25
H -7.32487 1.26029 1.32772 0.21
H -4.56428 -2.76674 -2.54620 0.17
H -3.45255 3.09466 1.34977 0.43
H -0.43039 4.12203 -1.76062 0.25
H 5.82309 -2.79431 1.89608 0.17
H 6.87960 0.31402 1.03033 0.24
H -7.27602 -1.35039 2.93636 0.20
H -3.38907 -3.46120 -1.39717 0.17
H 7.79365 -1.57279 2.14245 0.17
H 9.11677 -2.59202 1.53665 0.20
H 5.32757 0.69195 -1.43798 0.40
H 7.66719 0.51945 -0.55942 0.21
H -8.48161 -0.06361 1.20381 0.22
H -5.00295 1.31611 1.86073 0.22
H -0.43013 2.71150 -2.86767 0.24
H -5.11913 -5.08751 -0.62847 0.22
H 5.23264 -1.09919 1.95759 0.19
H 4.13822 -2.41329 1.48100 0.20
```

Calculated values
Structure (SMILES): CCOc1cc2[nH]c(=S)n(Cc3ccc(C(=O)NCC(OC)OC)cc3)c(=O)c2cc1OCC
2S+1: 1
Calculated total energy (a.u.): -1945.8720
Charge: 0
Lowest unoccupied orbital energy (Ha): 0.01487
HOMO-LUMO gap (eV): 8.4092


A molecular structure, C24H29N4Sb2Se4Ti, computed with ωB97M-V with the def2-TZVPD basis set.

XYZ file:
```
64
Properties=species:S:1:pos:R:3:nbo_charge:R:1
Sb -2.01715 2.00123 6.26479 0.89
Sb 1.18882 0.09159 -0.72724 1.04
Se -2.61790 -0.27999 4.79621 -0.44
Se 0.32278 1.90288 6.43050 -0.67
Se -3.22429 2.82194 2.23966 -0.18
Se -2.22897 3.72584 4.17966 -0.26
Ti -2.20609 0.72633 2.78174 0.99
N 1.98403 1.29292 3.10540 -0.48
N -1.67304 -0.98524 1.55191 -0.86
N -0.16146 1.20350 2.76703 -0.63
N -4.15241 -0.08386 1.88769 -0.84
C 0.08549 2.82593 -1.54743 -0.24
C -0.21531 2.33056 -4.25835 -0.23
C -0.06073 -1.52364 -1.45699 -0.38
C 5.46109 -1.02989 -2.88549 -0.20
C 0.88589 0.54899 3.27187 0.47
C -3.96640 -1.16979 0.90571 -0.24
C -1.78111 -3.64044 -2.11140 -0.22
C -2.19064 -2.32677 -2.29210 -0.22
C -0.41084 3.82103 -2.38184 -0.21
C 3.80857 -1.38511 -1.17838 -0.25
C 0.27819 1.33840 -3.42413 -0.17
C -0.51591 -3.90002 -1.59956 -0.21
C 0.31667 2.42406 2.29518 -0.06
C -1.33908 -1.27614 -1.96289 -0.28
C 1.64749 2.48384 2.50525 -0.06
C 3.46444 0.31604 -2.84074 -0.17
C 3.01434 -0.37615 -1.72109 -0.37
C -0.56201 3.57190 -3.73706 -0.18
C -2.76822 -1.97104 1.35600 -0.23
C 0.33134 -2.84946 -1.26992 -0.18
C 0.42912 1.57683 -2.05709 -0.39
C 0.92669 -0.78221 3.92962 -0.69
C 4.68464 -0.01078 -3.41866 -0.22
C 5.02252 -1.71825 -1.76303 -0.19
H -0.85257 -1.43822 1.95273 0.42
H -1.35033 -0.69397 0.62495 0.42
H -0.34165 3.15517 1.86666 0.25
H -0.32608 2.13773 -5.31753 0.22
H 2.86927 1.11190 -3.27125 0.21
H 0.20732 3.03156 -0.49057 0.21
H 5.62832 -2.50794 -1.33796 0.22
H -2.96501 -2.45597 2.31321 0.22
H -0.67319 4.78802 -1.97284 0.22
H -0.18317 -4.92166 -1.46841 0.22
H -4.75561 0.65575 1.54056 0.42
H 0.54615 0.37464 -3.84251 0.21
H -2.43773 -4.45833 -2.37772 0.23
H 3.49148 -1.91569 -0.28600 0.20
H -0.05868 -1.23903 3.96594 0.24
H -4.59365 -0.43179 2.73764 0.42
H -0.94390 4.34526 -4.39029 0.22
H -2.47875 -2.71964 0.61815 0.24
H 2.89713 1.04458 3.45014 0.44
H -1.66619 -0.25671 -2.13782 0.23
H -3.74674 -0.72027 -0.06484 0.21
H 5.02762 0.53285 -4.28929 0.22
H -4.85956 -1.78486 0.80045 0.23
H -3.16727 -2.11573 -2.71101 0.22
H 6.40977 -1.28297 -3.33953 0.22
H 2.37053 3.25123 2.29814 0.25
H 1.24509 -0.66057 4.96650 0.28
H 1.32142 -3.07541 -0.88865 0.21
H 1.62545 -1.44494 3.41632 0.24
```

Calculated values
2S+1: 1
Calculated total energy (a.u.): -12086.5922
Charge: +1
Lowest unoccupied orbital energy (Ha): -0.14314
HOMO-LUMO gap (eV): 6.2747